Density functional theory data (ωB97M-V with the def2-TZVPD basis set) for C4H8O2 as an isolated structure in a non-equilibrium geometry.

```
! wB97M-V def2-TZVPD RIJCOSX def2/J DEFGRID3
* xyz 0 1
C -2.05 -0.38 0.44
C -0.62 -0.75 0.11
O -0.14 0.65 -1.09
C 1.01 1.07 -0.55
C 1.71 -0.01 0.13
O 0.31 -0.68 1.04
H -2.57 -1.20 0.97
H -2.58 -0.19 -0.50
H -2.07 0.51 1.07
H -0.50 -1.52 -0.65
H 2.00 1.04 -1.18
H 1.03 2.06 -0.05
H 2.57 0.29 0.76
H 1.89 -0.89 -0.49
*
```

Computed properties:
**Gap between HOMO and LUMO**: 0.388 Eh
**Energy relative to the best compared isomer or geometry (same formula, charge and spin)**: 373.9 kJ/mol
**HOMO**: -9.5606 eV
**E_LUMO**: 0.99 eV
**Largest force on an atom**: 2.523 eV Å⁻¹

Atom charges from the Mulliken analysis, given in e for atoms 1 to 4: -1.093 0.406 -0.564 -0.095

Density functional theory data (ωB97M-V with the def2-TZVPD basis set) for one molecule with the formula C4H8O2.

```
! wB97M-V def2-TZVPD RIJCOSX def2/J DEFGRID3
* xyz 0 1
C 1.06 -1.17 1.38
C 0.85 0.05 0.50
C -0.41 -0.05 -0.33
O -1.13 -1.03 -0.31
C -0.82 1.13 -1.21
O -2.15 1.01 -1.60
H 0.21 -1.32 2.04
H 1.96 -1.06 1.99
H 1.16 -2.07 0.77
H 1.69 0.22 -0.18
H 0.77 0.97 1.10
H -0.66 2.07 -0.67
H -0.14 1.14 -2.08
H -2.39 0.09 -1.40
*
```

Computed properties:
**Gap between HOMO and LUMO**: 0.405 Eh
**Energy relative to the best compared isomer or geometry (same formula, charge and spin)**: 76.6 kJ/mol
**SMILES**: CCC(=O)CO
**HOMO**: -10.1801 eV
**E_LUMO**: 0.84 eV
**Largest force on an atom**: 0.449 eV Å⁻¹

Atom charges from the Mulliken analysis, given in e for atoms 1 to 4: -1.158 -0.380 0.710 -0.630

Density functional theory data (ωB97M-V with the def2-TZVPD basis set) for C4H8O2 as an isolated structure.

```
! wB97M-V def2-TZVPD RIJCOSX def2/J DEFGRID3
* xyz 0 1
O 1.11 -0.50 -1.88
C 0.80 0.72 -1.24
C 0.00 0.59 0.06
C -0.77 -0.70 0.22
C -0.73 -0.34 1.69
O 0.52 0.36 1.43
H 1.81 -0.94 -1.38
H 1.67 1.39 -1.18
H 0.09 1.20 -1.93
H -0.59 1.51 0.16
H -1.65 -0.94 -0.37
H -0.01 -1.48 0.10
H -0.68 -1.16 2.42
H -1.51 0.37 1.99
*
```

Computed properties:
**Gap between HOMO and LUMO**: 0.398 Eh
**Energy relative to the best compared isomer or geometry (same formula, charge and spin)**: 243.6 kJ/mol
**HOMO**: -9.8615 eV
**E_LUMO**: 0.98 eV
**Largest force on an atom**: 0.417 eV Å⁻¹

Atom charges from the Mulliken analysis, given in e for atoms 1 to 4: -0.536 -0.631 0.098 -0.426

energy relative to the best compared isomer or geometry (same formula, charge and spin) of number 1 (C4H8O2)? 373.9 kJ/mol